No. 1
Entry from OMol25: C56H42IrN4O as an isolated structure (ωB97M-V with the def2-TZVPD basis set).

```
104
Properties=species:S:1:pos:R:3:forces:R:3:lowdin_charge:R:1
Ir -0.62830 -0.06222 -0.27150 0.15 -0.52 -0.20 1.559
C -7.88816 -0.86184 0.35397 0.16 0.06 0.04 -0.082
C -7.14285 -1.94167 -0.10000 -0.29 0.06 0.00 -0.079
C -5.77061 -1.94950 0.02100 0.37 0.21 0.16 -0.028
C -5.07491 -0.89649 0.66074 -1.63 -0.21 0.17 -0.160
C -5.85051 0.23243 1.01822 0.46 -0.28 -0.06 -0.026
C -7.21921 0.23865 0.87631 -0.39 -0.11 -0.06 -0.079
C -3.65976 -0.91690 0.85516 2.19 -0.35 0.49 -0.025
C -2.82581 -2.01029 0.41659 -0.28 1.53 -0.14 -0.222
C -3.08907 -3.39850 0.40443 0.52 -1.07 -0.59 -0.005
C -1.94806 -4.03351 -0.05910 -1.13 -0.04 0.73 -0.016
C -0.98777 -3.03372 -0.29573 1.52 0.74 -0.03 -0.227
N -1.54617 -1.82382 -0.01870 -0.20 -0.10 -0.25 -0.058
C 0.39694 -3.16703 -0.69746 -1.59 1.33 -0.92 -0.027
C 0.91177 -2.21226 -1.65578 -0.41 0.05 1.00 -0.222
C 1.80201 -2.42413 -2.73496 0.66 0.52 -0.50 -0.015
C 2.10965 -1.19039 -3.26379 -0.07 -0.76 0.07 0.022
C 1.41853 -0.22065 -2.48776 -0.23 0.75 0.37 -0.221
C 1.68582 1.16769 -2.42929 -0.23 -0.66 0.39 -0.034
C 2.67836 1.70857 -3.37588 0.29 0.21 -0.19 -0.192
C 2.47964 1.67837 -4.75519 -0.12 0.03 0.16 -0.031
C 3.39715 2.26867 -5.60590 0.08 0.00 -0.15 -0.079
C 4.53940 2.87176 -5.10574 -0.01 -0.06 -0.02 -0.087
C 4.77465 2.85528 -3.74066 0.11 0.06 -0.08 -0.074
C 3.85442 2.27960 -2.88743 -0.01 -0.15 -0.01 -0.044
C 1.24776 2.02142 -1.39392 -0.39 -0.23 -0.07 -0.198
N 0.36856 1.67592 -0.40873 -0.15 0.42 -0.12 -0.048
C 0.36909 2.64215 0.55138 -0.11 -0.46 -0.03 -0.209
C -0.31841 2.53041 1.78399 -0.74 -0.74 -0.40 -0.036
C 0.27836 3.09708 2.99947 0.12 0.22 0.42 -0.184
C 0.59977 2.14762 3.97870 -0.06 0.08 -0.12 -0.030
C 1.26120 2.51484 5.13102 0.07 0.06 0.15 -0.068
C 1.63027 3.83609 5.32587 -0.02 -0.02 0.04 -0.085
C 1.31311 4.78509 4.36728 0.07 0.10 0.01 -0.080
C 0.63529 4.42566 3.21422 -0.14 -0.05 -0.04 -0.034
C -1.43528 1.68111 1.98308 0.85 0.39 -0.53 -0.231
C -2.40631 1.77261 3.01084 -0.68 -0.62 0.26 0.016
C -3.38240 0.84057 2.72879 0.23 0.90 0.45 -0.009
C -2.99531 0.17282 1.54187 -0.02 -0.49 -1.25 -0.211
N -1.81385 0.68700 1.13029 -0.21 0.06 0.28 -0.059
C 1.22481 3.69729 0.11828 0.36 -0.05 -0.29 0.006
C 1.72991 3.33622 -1.09802 -0.16 0.32 0.32 0.004
N 0.63423 -0.88804 -1.58611 -0.20 -0.25 -0.56 -0.059
C 1.25651 -4.09580 -0.03179 0.80 -1.47 0.34 -0.148
C 2.64940 -4.13511 -0.26420 -0.47 0.21 -0.14 -0.016
C 3.48545 -4.93686 0.47951 0.16 -0.24 0.18 -0.084
C 2.98405 -5.74283 1.49309 -0.09 0.04 -0.13 -0.085
C 1.61893 -5.73039 1.74173 0.22 -0.20 0.10 -0.080
C 0.77891 -4.92411 1.01027 -0.10 0.36 -0.35 -0.015
H -8.96557 -0.85896 0.27159 -0.04 0.00 -0.05 0.101
H -7.64318 -2.78111 -0.56549 0.03 -0.01 -0.03 0.105
H -5.22312 -2.76989 -0.41248 0.01 -0.03 0.02 0.091
H -5.36157 1.12242 1.37988 0.03 0.03 0.04 0.103
H -7.78212 1.11578 1.16293 0.00 0.07 0.04 0.105
H -3.97097 -3.88291 0.77351 -0.21 -0.06 -0.09 0.108
H -1.82577 -5.08105 -0.25634 0.06 -0.19 0.15 0.116
H 2.14356 -3.37642 -3.08886 0.10 -0.21 -0.02 0.113
H 2.76067 -0.97830 -4.08916 0.13 0.00 -0.12 0.111
H 1.59388 1.21247 -5.16424 -0.12 0.00 0.04 0.117
H 3.21988 2.25855 -6.67109 -0.03 0.00 -0.10 0.103
H 5.24628 3.33286 -5.77866 0.07 0.04 -0.05 0.100
H 5.67997 3.28647 -3.33847 0.06 0.04 0.02 0.105
H 4.05255 2.24698 -1.82688 0.01 0.01 0.11 0.120
H 0.35132 1.11056 3.80026 0.01 -0.04 -0.02 0.121
H 1.49771 1.76256 5.86957 0.05 -0.03 0.06 0.107
H 2.15394 4.12216 6.22536 0.07 0.06 0.06 0.100
H 1.60319 5.81582 4.51328 -0.04 0.08 0.04 0.102
H 0.35307 5.18871 2.50250 0.02 0.00 -0.08 0.110
H -2.38200 2.46109 3.83067 0.04 0.11 0.24 0.116
H -4.24564 0.60558 3.32034 -0.20 0.05 0.05 0.113
H 1.40961 4.61671 0.63792 0.05 0.10 0.09 0.098
H 2.36688 3.93142 -1.72062 0.11 0.07 -0.11 0.108
H 3.07938 -3.49497 -1.01535 0.07 0.10 -0.03 0.098
H 4.54683 -4.92991 0.27368 0.05 0.04 -0.01 0.105
H 3.63904 -6.36266 2.08618 0.09 -0.04 0.03 0.100
H 1.20968 -6.35244 2.52586 -0.03 0.02 0.06 0.105
H -0.26540 -4.89752 1.27018 -0.02 0.01 0.09 0.094
C 0.78656 -0.50218 1.02201 0.23 0.25 0.15 -0.129
C 1.86934 -0.45682 1.57095 -0.81 -0.35 -0.18 -0.072
C 3.11833 -0.23021 2.19250 0.41 0.14 0.12 -0.252
C 3.89794 -1.25453 2.73388 -0.08 0.09 -0.03 -0.033
C 5.11355 -0.95401 3.32109 0.06 -0.06 0.08 -0.090
C 5.56231 0.35640 3.37835 0.03 0.02 0.05 -0.096
C 4.79090 1.37611 2.83968 0.08 0.04 0.02 -0.083
C 3.58199 1.09096 2.23733 0.09 -0.15 0.12 -0.030
H 3.54588 -2.27655 2.68940 -0.06 -0.01 -0.02 0.109
H 5.71042 -1.74836 3.74798 0.05 -0.03 0.00 0.100
H 6.50993 0.58322 3.84553 0.06 0.02 0.04 0.097
H 5.12731 2.40021 2.89964 0.08 0.10 -0.03 0.101
H 2.98625 1.87951 1.79738 -0.09 0.01 0.01 0.107
C -3.02674 -1.09367 -2.93483 0.15 0.39 0.08 -0.017
C -2.63624 0.38856 -2.76337 -0.78 -0.72 -1.52 -0.707
C -1.76518 0.82099 -3.96954 -0.09 -0.07 0.48 -0.017
C -3.91888 1.24954 -2.70843 0.51 -0.23 0.10 -0.016
O -1.93818 0.59175 -1.61924 0.81 0.90 1.43 -0.251
H -3.58228 -1.23174 -3.85868 -0.07 -0.08 -0.12 0.084
H -3.64866 -1.40188 -2.09733 -0.09 -0.09 0.06 0.065
H -2.13368 -1.71624 -2.95589 0.09 -0.09 -0.01 0.079
H -2.31725 0.69499 -4.89681 -0.08 -0.01 -0.12 0.084
H -0.86182 0.21359 -4.00292 0.04 -0.08 -0.03 0.066
H -1.47165 1.86320 -3.86057 0.00 0.12 0.01 0.085
H -4.52596 1.09471 -3.59640 -0.08 -0.01 -0.12 0.083
H -3.65296 2.30079 -2.62690 0.02 0.11 0.00 0.083
H -4.49456 0.96878 -1.82934 -0.12 -0.03 0.10 0.072
```
Positions in Å, forces in eV/Å.

## Properties
orbital gap (alpha / beta) = 4.509 / 4.151 eV
LUMO level (alpha / beta) = -1.66 / -2.01 eV
DFT total energy = -2557.7015 Eh
energy above the lowest of the compared OMol25 structures with the same formula, charge and spin = 49.9 kcal per mole
HOMO energy (alpha / beta) = -6.17 / -6.17 eV
2S+1 = 2

***

No. 2
Entry from OMol25: C56H42N9O2RbS5 as an isolated structure (ωB97M-V with the def2-TZVPD basis set).

```
115
Properties=species:S:1:pos:R:3:forces:R:3:lowdin_charge:R:1
Rb -0.05592 0.23266 -0.08679 -0.08 0.65 -1.24 0.779
N -0.21645 0.54582 2.49071 -0.10 -0.17 1.11 -0.417
S 0.27787 0.19032 3.80042 0.06 0.60 -0.15 0.700
N 1.60439 1.00077 4.42995 0.03 -0.20 0.06 -0.358
S 2.92323 0.96013 3.62107 -0.03 0.13 0.02 0.838
N 2.99946 -0.05683 2.50832 0.35 -0.06 0.09 -0.352
S 3.52944 -0.22361 0.91151 -0.12 -0.14 -0.16 0.715
N 2.54639 -0.36598 -0.13366 0.74 -0.18 0.24 -0.388
C 4.53557 -1.68820 1.21504 -0.10 -0.06 0.12 -0.306
C 3.96065 -2.72075 1.94916 0.02 0.00 0.02 -0.077
C 4.62311 -3.93167 2.06019 0.02 0.02 -0.02 -0.072
C 5.85225 -4.11209 1.43612 -0.01 0.00 0.00 -0.093
C 6.40961 -3.08216 0.69339 0.05 0.00 -0.01 -0.081
C 5.74976 -1.86543 0.57290 0.01 0.00 -0.02 -0.061
C 4.75652 1.06159 0.69913 0.00 -0.02 -0.09 -0.328
C 5.86174 1.24429 1.52369 0.01 -0.04 0.06 -0.099
C 6.74484 2.26770 1.23550 -0.01 0.03 -0.04 -0.088
C 6.50968 3.10373 0.14352 0.05 0.01 0.04 -0.075
C 5.40582 2.91220 -0.66706 -0.11 -0.06 0.00 -0.056
C 4.52520 1.86490 -0.40166 0.08 0.22 0.13 -0.079
C 3.29028 2.61884 3.14031 -0.15 -0.04 -0.06 -0.303
C 4.31177 3.36072 3.71348 0.10 0.03 -0.08 -0.078
C 4.49305 4.66651 3.28207 0.03 -0.04 0.07 -0.080
C 3.66380 5.19859 2.30604 -0.05 0.03 -0.05 -0.054
C 2.63950 4.44430 1.74678 0.03 0.02 0.02 -0.087
C 2.44352 3.13802 2.16587 0.07 0.08 0.09 -0.046
C 4.14308 0.56469 4.86936 -0.05 -0.03 0.01 -0.301
C 5.10252 -0.38824 4.57704 -0.01 0.04 0.18 -0.056
C 6.00061 -0.76405 5.57055 -0.06 0.05 -0.03 -0.060
C 5.92291 -0.18583 6.82776 0.03 0.01 0.03 -0.082
C 4.94453 0.76331 7.11168 0.00 -0.03 -0.06 -0.072
C 4.03947 1.13789 6.13292 0.07 -0.10 -0.02 -0.077
C -0.78923 0.54745 5.20559 -0.05 0.07 -0.01 -0.290
C -0.98679 1.89258 5.49398 -0.02 -0.05 0.05 -0.069
C -1.92630 2.25284 6.44390 0.01 0.02 0.00 -0.079
C -2.67650 1.27636 7.08876 -0.01 0.01 0.02 -0.096
C -2.48712 -0.06057 6.78012 0.02 -0.03 -0.01 -0.084
C -1.54224 -0.43205 5.83074 0.01 0.03 0.01 -0.058
C 0.73001 -1.51912 4.12431 -0.05 -0.04 -0.10 -0.338
C 1.48555 -1.89494 5.22677 0.03 0.02 0.01 -0.081
C 1.78882 -3.23362 5.40532 0.00 -0.03 0.02 -0.080
C 1.32397 -4.17936 4.49531 0.02 -0.02 0.00 -0.088
C 0.56996 -3.78877 3.40002 0.00 0.08 -0.05 -0.060
C 0.27884 -2.44152 3.19954 -0.06 -0.15 0.09 -0.052
H 3.00198 -2.56951 2.42931 -0.03 0.00 0.00 0.094
H 4.17473 -4.73484 2.63077 -0.01 -0.01 0.01 0.101
H 6.36905 -5.05975 1.51988 0.01 -0.01 0.00 0.096
H 7.36056 -3.22435 0.19565 0.00 0.00 0.00 0.101
H 6.17646 -1.06592 -0.01904 -0.01 0.00 0.00 0.116
H 6.03395 0.60243 2.38033 0.00 0.05 -0.09 0.093
H 7.60671 2.42948 1.87074 0.02 0.00 0.01 0.099
H 7.19139 3.91972 -0.06160 0.01 0.01 0.00 0.100
H 5.17774 3.57703 -1.48958 0.00 0.02 -0.02 0.100
H 3.64031 1.72762 -1.00630 -0.14 -0.02 -0.09 0.064
H 4.97291 2.92995 4.45215 0.00 0.01 0.00 0.102
H 5.29397 5.26153 3.70340 0.01 -0.01 0.00 0.100
H 3.82316 6.21070 1.95674 -0.01 0.01 0.00 0.109
H 2.02614 4.82975 0.93935 -0.01 0.00 0.03 0.022
H 1.64629 2.54313 1.73368 -0.02 -0.03 -0.04 0.108
H 5.12614 -0.85123 3.60070 -0.04 -0.05 0.00 0.086
H 6.74976 -1.51453 5.35524 0.01 -0.01 0.01 0.107
H 6.62245 -0.48188 7.59949 0.00 0.00 0.00 0.100
H 4.87905 1.20158 8.09908 0.01 -0.01 0.00 0.104
H 3.24963 1.84635 6.34050 -0.02 0.03 -0.02 0.118
H -0.41100 2.64015 4.96583 0.02 0.03 -0.02 0.112
H -2.08442 3.29876 6.67274 0.00 0.01 0.00 0.102
H -3.41912 1.56204 7.82294 0.00 0.00 0.01 0.097
H -3.08214 -0.82143 7.26839 0.00 -0.01 0.01 0.100
H -1.40528 -1.47464 5.57958 0.01 -0.04 -0.02 0.111
H 1.83162 -1.14556 5.92870 0.00 0.00 -0.02 0.109
H 2.38209 -3.54272 6.25684 0.01 -0.01 0.00 0.100
H 1.55508 -5.22706 4.64363 0.00 -0.01 0.00 0.100
H 0.20638 -4.51962 2.69129 0.01 -0.04 -0.07 0.102
H -0.29260 -2.10927 2.34088 -0.01 0.03 -0.06 0.100
S -0.46135 2.74881 -2.48310 -0.04 0.04 0.05 0.368
C 0.79223 3.90194 -2.57672 0.17 -0.17 -0.07 -1.269
S 2.04815 4.00713 -1.38262 -0.01 -0.12 0.11 0.495
C 0.86731 4.78659 -3.67450 0.03 0.12 -0.09 -0.455
C 1.89969 5.75455 -3.80811 -0.13 -0.02 0.06 -0.341
N 2.69950 6.57576 -3.97017 0.09 0.04 -0.05 0.072
C -0.07354 4.78495 -4.73886 0.01 0.01 0.08 -0.324
N -0.79944 4.84942 -5.63726 -0.04 0.00 -0.08 0.081
C -7.39162 -3.57838 -6.54816 0.01 -0.01 0.03 -0.103
O -7.96330 -4.35360 -5.51687 0.00 -0.03 0.02 -0.102
C -7.10059 -4.89698 -4.59671 0.09 0.02 -0.04 -0.291
C -5.71274 -4.82667 -4.68687 -0.16 0.05 -0.04 -0.022
C -4.92497 -5.39107 -3.69546 0.12 0.04 0.20 -0.027
C -5.49854 -6.03012 -2.60220 -0.05 0.05 0.42 -0.310
C -6.88437 -6.13606 -2.54930 -0.16 0.08 -0.07 -0.049
C -7.68254 -5.56230 -3.52424 0.04 -0.04 0.01 -0.021
N -4.73390 -6.76094 -1.63326 0.18 0.07 -0.36 0.024
N -3.77343 -6.25958 -0.99591 -0.07 -0.03 0.29 0.024
C -3.48545 -4.91122 -0.83696 -0.03 -0.07 -0.22 -0.263
C -4.40325 -3.84722 -0.81342 0.00 -0.15 -0.22 -0.040
C -4.03801 -2.54970 -0.57400 0.01 0.07 0.17 -0.017
C -2.67923 -2.15836 -0.33479 -0.01 -0.15 -0.18 -0.400
O -2.32105 -0.98606 -0.16026 -0.63 -0.41 0.09 -0.184
C -1.70320 -3.27705 -0.32102 0.03 0.02 0.00 -0.141
N -0.40980 -2.94067 -0.12076 -0.13 0.07 0.04 0.096
C 0.50065 -3.88367 -0.10495 0.07 -0.01 -0.03 -0.170
C 0.18792 -5.24456 -0.26116 0.07 0.01 0.04 -0.079
C -1.11455 -5.60464 -0.47351 -0.04 0.02 -0.05 -0.025
C -2.11820 -4.61086 -0.53200 0.08 -0.01 0.07 -0.107
H -8.22131 -3.18940 -7.13408 0.01 0.00 0.01 0.085
H -6.74809 -4.18267 -7.19475 0.00 0.01 -0.01 0.089
H -6.81019 -2.74461 -6.14517 0.00 0.00 -0.01 0.098
H -5.22917 -4.32026 -5.50975 -0.01 0.00 -0.01 0.100
H -3.84830 -5.30634 -3.76197 0.03 -0.01 0.03 0.119
H -7.33298 -6.66650 -1.71864 0.00 0.00 0.01 0.104
H -8.76211 -5.62260 -3.47141 -0.01 0.01 0.00 0.110
H -5.45304 -4.06098 -0.95440 -0.10 -0.07 -0.10 0.104
H -4.78030 -1.76241 -0.53940 -0.02 -0.01 -0.01 0.104
H 1.52969 -3.55822 0.02519 0.01 0.00 0.03 0.099
H 0.97532 -5.98888 -0.22470 -0.01 0.01 0.00 0.092
H -1.40200 -6.63720 -0.61733 0.00 -0.01 -0.01 0.097
```
Positions in Å, forces in eV/Å.

## Properties
orbital gap = 3.897 eV
LUMO level = 2.81 eV
DFT total energy = -4817.2208 Eh
energy above the lowest of the compared OMol25 structures with the same formula, charge and spin = 22.5 kcal per mole
HOMO energy = -1.09 eV
net charge = -2

***

- The lowest DFT total energy belongs to which entry?
  C56H42N9O2RbS5

***

- Number 1 is which compound?
  C56H42IrN4O